{"formula": "C4H9NO", "method": "the ωB97M-V functional and the def2-TZVPD basis", "charge": 0, "e_tot_ha": -287.6920, "fmax_ha_per_bohr": 0.0049, "lumo_energy_ev": 1.012, "orbital_gap_ev": 7.118, "elements": ["C", "C", "C", "N", "C", "O", "H", "H", "H", "H", "H", "H", "H", "H", "H"], "positions_angstrom": [[1.84, 0.65, 1.23], [0.44, 0.26, 0.90], [-1.45, 0.45, -1.42], [0.13, -0.98, 0.51], [-0.98, -1.41, -0.09], [-1.91, -0.49, -0.44], [2.07, 1.64, 0.80], [2.57, -0.04, 0.79], [2.05, 0.72, 2.31], [-0.38, 0.97, 0.94], [-2.24, 0.52, -2.18], [-0.52, 0.12, -1.89], [-1.29, 1.44, -0.98], [0.85, -1.69, 0.62], [-1.16, -2.46, -0.24]]}